This record from OMol25 describes a gas-phase ion, C8H11N2O3 (charge -1) in a non-equilibrium geometry. The level of theory is the ωB97M-V functional and the def2-TZVPD basis.

charge = -1
E_tot = -646.7851 a.u.
relative energy (zero: lowest compared OMol25 entry of this formula, charge and spin) = 0.0000 eV
LUMO level = 3.416 eV
strongest force on any atom = 0.0534 Eh/bohr
orbital gap = 7.8 eV
HOMO level = -4.41 eV

XYZ file:
```
24
C8H11N2O3 the ωB97M-V functional and the def2-TZVPD basis
O -1.5942 2.2692 -2.0282
O -1.9193 3.3080 -0.0635
O -1.9688 1.2788 1.3460
N 0.4219 0.2055 1.1954
N 1.9703 -0.3704 -0.2389
C 0.8734 0.1703 -2.4183
C 0.8814 0.1019 -0.9327
C 1.6656 -0.2978 1.0339
C -1.6514 0.9679 0.0217
C 2.4993 -0.7016 2.2002
C -1.7248 2.3263 -0.8076
C -0.0927 0.4664 -0.0470
C -2.5338 -0.1082 -0.5904
H -2.2205 -0.2645 -1.6188
H 1.8509 0.4856 -2.7783
H -0.1073 0.3929 2.0341
H 0.1120 0.8815 -2.7298
H -3.5699 0.2288 -0.5841
H -2.4609 -1.0434 -0.0342
H 0.6524 -0.8090 -2.8486
H 3.2784 -1.3879 1.8828
H 2.9669 0.1686 2.6648
H -2.0505 2.2745 1.2675
H 1.8719 -1.1888 2.9484
```


This record from OMol25 describes 2 unconnected molecules or ions with the total composition C8H11N3 in a non-equilibrium geometry. The level of theory is the ωB97M-V functional and the def2-TZVPD basis.

charge = 0
E_tot = -475.4878 a.u.
relative energy (zero: lowest compared OMol25 entry of this formula, charge and spin) = 5.3922 eV
LUMO level (alpha / beta) = -1.123 / -0.975 eV
strongest force on any atom = 0.0776 Eh/bohr
orbital gap (alpha / beta) = 7.5 / 7.6 eV
HOMO level (alpha / beta) = -8.66 / -8.58 eV

XYZ file:
```
22
C8H11N3 the ωB97M-V functional and the def2-TZVPD basis
N -0.3980 -1.8658 1.1100
N -1.2592 -1.9002 0.0435
N 2.4487 -1.9386 1.1771
C -0.2656 -0.6177 1.5342
C 2.6282 0.9093 -0.5750
C -1.3829 1.5983 0.9760
C 2.6550 -1.2464 0.2681
C -2.6013 -0.1287 -1.2293
C -1.7039 -0.6874 -0.1598
C -1.0499 0.1999 0.8056
C 2.8235 -0.4781 -0.8502
H 3.0445 -0.8496 -1.8342
H -1.1089 2.0656 0.1337
H 1.6144 1.2718 -0.7282
H -2.9418 -0.9804 -1.8711
H -2.4710 1.6122 1.1464
H 0.1697 -2.6974 1.5607
H -0.9569 2.0895 1.8043
H -3.3237 0.5091 -0.7880
H -1.9793 0.4768 -1.7713
H 3.2895 1.4022 -1.2233
H 2.7691 1.2558 0.4708
```


This record from OMol25 describes a molecular structure, C8H11N3O in a non-equilibrium geometry. The level of theory is the ωB97M-V functional and the def2-TZVPD basis.

charge = 0
E_tot = -550.6680 a.u.
relative energy (zero: lowest compared OMol25 entry of this formula, charge and spin) = 1.7527 eV
spin multiplicity = 3
LUMO level (alpha / beta) = 0.733 / -3.063 eV
<S²> = 2.018
strongest force on any atom = 0.1313 Eh/bohr
orbital gap (alpha / beta) = 6.3 / 6.0 eV
HOMO level (alpha / beta) = -5.53 / -9.05 eV

XYZ file:
```
23
C8H11N3O the ωB97M-V functional and the def2-TZVPD basis
O -1.2074 1.3270 -0.2955
N 0.6460 1.1191 -2.1960
N -1.4202 -1.0399 -0.4285
N 1.4263 2.3242 1.6005
C 1.4637 -0.9704 -1.4147
C 0.4454 0.1609 -1.3763
C 1.1186 1.2296 1.4603
C 1.5213 -1.2516 1.0882
C -2.2456 1.5947 0.5903
C -0.5963 0.1035 -0.2285
C 0.5810 -0.0747 1.3085
C 1.8461 -1.6531 -0.3365
H -2.6883 0.6176 0.7038
H -1.8672 1.9995 1.4260
H -0.1990 -0.3918 2.0006
H -2.3669 -0.8656 -0.3743
H -0.0635 1.8444 -2.1141
H 2.4998 -1.1473 1.4824
H -2.8742 2.3418 0.0165
H 2.4455 -2.5395 -0.5399
H 1.1041 -2.1821 1.4704
H -1.2724 -1.2808 -1.3420
H 1.7033 -1.2655 -2.5013
```


This record from OMol25 describes a gas-phase ion, C8H11N4 (charge +1) in a non-equilibrium geometry. The level of theory is the ωB97M-V functional and the def2-TZVPD basis.

charge = +1
E_tot = -530.1304 a.u.
relative energy (zero: lowest compared OMol25 entry of this formula, charge and spin) = 2.4923 eV
LUMO level = -3.131 eV
strongest force on any atom = 0.1014 Eh/bohr
orbital gap = 7.5 eV
HOMO level = -10.67 eV

XYZ file:
```
23
C8H11N4 the ωB97M-V functional and the def2-TZVPD basis
N 0.8533 0.3912 0.0950
N 3.3935 0.4587 0.2143
N -2.3245 -1.0288 -0.0863
N -1.4654 0.9444 -0.0795
C 2.7520 1.6029 0.2505
C -0.3845 0.0459 -0.0526
C 1.4580 1.5898 0.0948
C -0.9586 -1.1790 -0.1422
C -2.6574 0.3033 -0.0620
C 3.4213 -2.0045 -0.2045
C -4.0278 0.7551 0.0821
C 3.0103 -0.6413 -0.0255
H -4.5086 0.9174 -0.9159
H 0.9632 2.4707 0.4322
H -2.9025 -1.7264 -0.5347
H -4.5824 -0.0049 0.5507
H 4.3116 -2.0902 0.4486
H 3.2817 2.5045 0.5725
H -0.4839 -2.1578 -0.2556
H -1.4837 1.9728 0.1437
H 2.5812 -2.6337 0.0750
H 3.8086 -2.2788 -1.2050
H -4.0554 1.7888 0.6044
```


This record from OMol25 describes a gas-phase ion, C8H11N4O2 (charge +1) in a non-equilibrium geometry. The level of theory is the ωB97M-V functional and the def2-TZVPD basis.

charge = +1
E_tot = -680.4858 a.u.
relative energy (zero: lowest compared OMol25 entry of this formula, charge and spin) = 6.7580 eV
LUMO level (alpha / beta) = -4.012 / -3.960 eV
strongest force on any atom = 0.0492 Eh/bohr
orbital gap (alpha / beta) = 7.6 / 8.7 eV
HOMO level (alpha / beta) = -11.64 / -12.62 eV

XYZ file:
```
25
C8H11N4O2 the ωB97M-V functional and the def2-TZVPD basis
O 3.0233 1.7107 -0.7100
O 3.9239 1.2407 1.2470
N 2.0422 1.3260 -1.5185
N 3.1684 0.9498 0.3396
N 0.0655 0.3953 -0.5090
N -3.7901 1.3846 0.6102
C -1.4912 1.9421 0.3933
C -2.1875 -0.2954 -0.1879
C -0.2069 1.6004 0.0843
C 2.3006 -0.1845 0.2897
C 3.0691 -1.5544 0.2540
C -2.5639 1.0152 0.2251
C 1.4401 0.1279 -0.9277
C -0.9146 -0.5287 -0.5808
H -2.9754 -0.9691 -0.2591
H 3.1953 -1.8950 1.2626
H 2.2689 -2.1172 -0.1755
H 0.5768 2.3181 0.2364
H 1.3886 -0.7012 -1.7037
H -4.7556 1.0171 0.4627
H 4.0423 -1.5095 -0.2682
H -1.5798 2.9634 0.9461
H -0.5332 -1.5771 -0.8176
H -3.8886 2.2902 0.9430
H 1.7332 -0.2072 1.1780
```


This record from OMol25 describes a molecular structure, C8H11N4O3PbSSe in a non-equilibrium geometry. The level of theory is the ωB97M-V functional and the def2-TZVPD basis.

charge = -1
E_tot = -3748.7441 a.u.
relative energy (zero: lowest compared OMol25 entry of this formula, charge and spin) = 0.8987 eV
LUMO level = 2.127 eV
strongest force on any atom = 0.0262 Eh/bohr
orbital gap = 7.2 eV
HOMO level = -5.11 eV

XYZ file:
```
29
C8H11N4O3PbSSe the ωB97M-V functional and the def2-TZVPD basis
Pb 0.4194 0.2845 -0.6068
Se 5.1592 -0.3853 -2.7406
S -0.6643 -0.0573 2.9859
O -2.1715 1.3833 -0.2163
O -1.0332 1.6280 -2.1363
O 0.5824 0.1711 2.1899
N 2.4567 0.0843 -1.7569
N -3.3315 -4.3746 -3.8023
N -1.9894 -3.4260 -1.9776
N -0.5213 -1.6313 -1.2776
C -1.0838 -0.9442 5.5688
C 3.5400 -0.1070 -2.1619
C -0.1081 -0.1185 4.7406
C -1.5470 1.5489 3.0328
C -2.6823 -3.8872 -2.9733
C -0.5911 2.7225 3.1425
C -2.0484 1.7618 -1.3999
C -1.2383 -2.4760 -1.6750
H 0.8753 -0.5819 4.6850
H -2.2688 1.4930 3.8508
H -0.0026 0.8942 5.1249
H -2.9275 2.2478 -1.8769
H -0.7706 -0.9769 6.6129
H -1.1065 3.6473 2.8853
H -2.0886 -0.5194 5.5290
H -0.1723 2.8297 4.1435
H -1.1341 -1.9664 5.1936
H -2.0726 1.5721 2.0774
H 0.2275 2.5830 2.4367
```


This record from OMol25 describes a gas-phase ion, C8H11N5O2 (charge +2) in a non-equilibrium geometry. The level of theory is the ωB97M-V functional and the def2-TZVPD basis.

charge = +2
E_tot = -734.9206 a.u.
relative energy (zero: lowest compared OMol25 entry of this formula, charge and spin) = 2.3199 eV
LUMO level = -8.762 eV
strongest force on any atom = 0.1468 Eh/bohr
orbital gap = 8.4 eV
HOMO level = -17.19 eV

XYZ file:
```
26
C8H11N5O2 the ωB97M-V functional and the def2-TZVPD basis
O 1.6547 -1.4223 0.1081
O 3.8755 2.5717 0.6652
N -1.1416 -0.6905 0.1198
N 0.4029 1.1143 -0.4931
N -2.4306 -0.7267 0.6448
N -2.1140 1.4215 0.0670
N -0.5260 -1.8163 0.2924
C 3.3348 1.9844 -0.1256
C -0.8049 0.5094 -0.3060
C 0.8239 -3.6955 0.3765
C -2.0174 2.8099 0.1309
C 1.4888 0.6481 -1.1553
C 2.7581 1.0856 -0.9522
C 0.8401 -2.2457 0.3198
C -2.9820 0.4862 0.5259
H 0.0432 -4.0698 1.1126
H 0.4771 2.1408 -0.1362
H 1.8296 -4.1354 0.5595
H -0.9835 2.9656 0.5277
H -3.9230 0.7073 0.9280
H -2.7617 3.0859 0.8345
H 1.3669 -0.1620 -1.7847
H -2.1368 3.3902 -0.6752
H 0.6176 -4.1099 -0.5533
H 3.5119 0.6403 -1.6489
H -1.2033 -2.4872 0.6179
```


This record from OMol25 describes C8H11NO2 in the gas phase in a non-equilibrium geometry. The level of theory is the ωB97M-V functional and the def2-TZVPD basis.

charge = 0
E_tot = -516.5144 a.u.
relative energy (zero: lowest compared OMol25 entry of this formula, charge and spin) = 5.0117 eV
LUMO level = 0.534 eV
strongest force on any atom = 0.0943 Eh/bohr
orbital gap = 9.3 eV
HOMO level = -8.75 eV

XYZ file:
```
22
C8H11NO2 the ωB97M-V functional and the def2-TZVPD basis
O 2.7885 0.3215 2.3147
O -0.0842 2.8085 -1.6239
N -1.3315 0.9641 -0.7578
C 0.7049 1.2622 1.4780
C -2.0489 -1.2707 -1.4992
C -0.4727 2.0027 -0.8393
C 1.7390 0.3489 1.3943
C -0.7685 -0.4117 -1.1337
C 0.0189 -1.0516 0.0152
C 1.5107 -0.5606 0.2004
C -0.5049 1.5765 0.5278
H -0.0417 -2.0682 -0.2987
H 2.7468 -0.5315 2.6497
H -1.6385 -2.2841 -1.6731
H -0.0648 -0.3259 -1.9603
H -0.5573 -0.6797 0.8535
H -2.7399 -1.3927 -0.7208
H 1.8391 0.0071 -0.6696
H -1.3505 1.9451 1.3041
H 0.6608 1.7597 2.4502
H 2.1003 -1.4021 0.4119
H -2.5057 -1.0175 -2.4232
```